(1)
This record from OMol25 describes C28H27Cl2F6N5NdO5S4 as an isolated structure. The level of theory is ωB97M-V with the def2-TZVPD basis set.

The geometry in XYZ format:
```
78
Properties=species:S:1:pos:R:3
H 1.569 -1.705 -2.881
H -0.651 1.607 -5.156
C 0.030 -2.212 2.825
C -2.731 2.202 3.498
C -1.515 -2.330 -2.044
C -0.728 1.333 -3.061
Cl 0.601 2.976 -0.145
H 5.325 4.355 -2.508
C 4.075 2.931 -1.903
C -3.376 0.649 -3.326
H -3.709 0.710 -0.228
O -1.930 4.081 1.791
C 3.525 5.223 -1.657
C -1.248 1.220 -4.326
F 2.629 3.538 2.691
S 2.556 0.757 -1.439
C -2.985 -1.009 1.172
C 2.890 2.476 -1.314
H -3.993 -1.509 1.176
H -1.840 -2.976 0.020
S 0.855 1.542 3.088
H 3.763 6.243 -1.809
C 2.367 2.512 3.484
H -1.404 -3.541 -5.264
H 0.277 -3.586 4.487
H 1.065 -2.010 2.705
C 2.319 4.849 -1.064
F 2.239 3.035 4.694
H -4.382 0.406 -3.434
H 3.576 -1.881 2.622
H 4.386 -4.094 0.084
O 0.559 0.800 4.272
C 0.255 -2.698 -4.169
F 3.370 1.680 3.348
C -1.987 -2.910 -3.225
H 2.818 -4.132 1.097
N -0.257 -1.930 -1.971
F -2.253 1.120 4.106
Nd 0.090 -0.069 -0.174
C -0.440 -3.036 3.859
F -2.993 3.173 4.309
S -1.543 2.753 2.161
H -3.055 -3.210 -3.187
O -1.691 1.630 1.206
C -2.600 0.914 -4.487
F -3.867 1.790 2.900
Cl 5.287 1.757 -2.314
H 5.109 -1.673 1.697
H 3.944 -0.355 1.853
C -1.792 -3.011 4.083
C 2.043 3.482 -0.885
N -1.458 0.936 -2.016
H 2.718 -3.869 -0.619
C 0.621 -2.107 -2.989
H -4.192 -0.637 -1.210
C -2.678 -2.415 3.212
H -3.408 -2.678 -0.873
H 1.032 -2.888 -4.922
N -0.798 -1.513 2.019
C -2.390 -2.304 -0.742
O 1.206 0.796 1.839
H -3.760 -2.469 3.293
C -1.103 -3.106 -4.248
S 3.216 -1.921 0.263
H -3.026 0.854 -5.465
C 4.075 -1.417 1.778
O 1.760 -1.727 0.647
N -0.113 2.751 2.816
H 0.297 1.626 -2.869
H 1.614 5.528 -0.647
H -3.100 -0.061 1.530
C -3.372 -0.047 -0.915
C 3.353 -3.735 0.240
H -2.151 -3.568 4.924
N -2.465 -0.930 -0.188
C 4.400 4.219 -2.073
C -2.118 -1.719 2.087
C -2.714 0.540 -2.123
```

Summary:
E_LUMO (alpha / beta) (eV): -3.0 / -2.9
Total charge: +1
HOMO level (alpha / beta) (eV): -9.8811 / -9.8874
HOMO-LUMO gap (alpha / beta) (eV): 6.91 / 6.94
Maximum force (Eh/bohr): 0.0732
Spin multiplicity: 4
Expectation value of S²: 3.75

Results of the Löwdin charge analysis, in e, for atoms 1 through 5: 0.07 0.12 -0.10 -0.68 -0.26



(2)
This record from OMol25 describes a 2-piece molecular cluster, C3H7NO overall. The level of theory is ωB97M-V with the def2-TZVPD basis set.

The geometry in XYZ format:
```
12
Properties=species:S:1:pos:R:3
H -1.133 -2.273 -0.508
H 2.470 0.938 -2.432
C 2.247 1.171 -1.373
C -1.294 -0.460 0.317
H -1.981 -0.241 -0.495
O 2.812 1.959 -0.686
C -1.185 0.422 1.385
H -0.183 -2.022 0.954
H -1.774 1.326 1.310
H -0.624 0.293 2.303
H 1.402 0.547 -0.978
N -0.757 -1.658 0.202
```

Summary:
E_LUMO (alpha / beta) (eV): -4.3 / -8.0
Total charge: +1
Energy relative to the best compared isomer or geometry (same formula, charge and spin) (eV): 0.763
HOMO level (alpha / beta) (eV): -13.2640 / -13.2604
HOMO-LUMO gap (alpha / beta) (eV): 8.99 / 5.25
Maximum force (Eh/bohr): 0.0235
Spin multiplicity: 2
Expectation value of S²: 0.76

Results of the Löwdin charge analysis, in e, for atoms 1 through 5: 0.16 0.09 -0.16 -0.13 0.15



(3)
This record from OMol25 describes C40H36IMnN7O7S2 as an isolated structure. The level of theory is ωB97M-V with the def2-TZVPD basis set.

The geometry in XYZ format:
```
94
Properties=species:S:1:pos:R:3
C 0.429 -6.275 0.311
H -2.026 0.066 -3.603
H 0.216 2.015 -4.200
C 0.442 -1.979 -2.942
C -0.478 -6.743 2.507
N 0.835 3.668 -2.179
O 0.722 -1.395 -1.867
H 0.760 -6.618 -0.660
C -1.159 0.635 2.175
S 2.447 2.661 0.524
C 4.059 -1.325 3.527
C -4.758 -0.981 0.589
H -0.758 -5.012 3.764
C -0.038 -7.168 1.260
H -3.757 -5.321 -3.090
C -2.915 -4.638 -3.057
N 2.544 -0.581 0.222
C 3.029 -1.232 2.610
O 2.402 4.045 -3.771
C 0.030 -2.978 2.190
H 1.403 4.184 -6.056
H 5.343 0.435 -0.823
C -4.586 -0.824 1.967
C -0.398 3.160 -1.722
O 1.085 -1.821 -4.016
H 3.834 -1.652 4.534
H -5.369 -1.099 2.662
C 0.174 4.599 -4.371
N 0.832 1.522 2.535
C -0.440 -5.386 2.799
H -1.822 2.209 -5.804
H -0.839 -7.457 3.235
H 6.159 -1.072 3.944
C -1.011 5.153 -3.909
Mn 0.342 -0.451 -0.026
H -3.173 1.091 -5.566
H 1.547 3.660 -1.444
H -3.269 -4.030 -1.016
C -3.752 -0.650 -0.292
H -2.356 6.088 -6.876
H 0.788 -4.192 -0.103
C 3.360 -0.810 1.326
H 3.562 2.900 2.909
C -2.503 -0.160 0.158
H 0.435 -2.825 -4.981
C 0.009 -4.467 1.859
C -2.378 1.637 -5.054
C 1.231 4.038 -3.431
C -0.367 1.405 -3.516
H 0.300 0.678 -3.060
C -0.447 5.136 -6.632
O -1.547 0.101 -0.690
C -0.737 -2.902 -2.980
C 3.325 -0.114 -0.702
C 1.845 2.202 2.099
C 0.445 -4.919 0.622
C -2.648 -3.921 -1.895
H -2.842 2.356 -4.376
S -0.997 3.662 -0.268
C -3.384 -0.314 2.421
C -1.559 -3.062 -1.869
C 5.384 -0.995 3.191
H -1.699 1.737 -1.945
H -2.312 -5.040 -5.093
C 4.674 -0.466 1.006
C 5.715 -0.552 1.924
N -0.994 2.239 -2.486
O 0.002 -2.657 3.381
N -0.030 0.896 1.622
H -0.961 0.000 -4.990
H -2.841 6.127 -4.451
C -2.116 -4.492 -4.180
C -2.345 0.029 1.556
C -1.453 0.686 -4.300
C -1.917 5.696 -4.815
H -0.226 5.124 -7.693
H -1.330 -2.507 -0.966
O 0.095 -2.220 1.181
H -5.694 -1.373 0.205
I -0.093 -9.213 0.804
N 4.624 -0.050 -0.318
H 6.729 -0.272 1.666
O -0.274 -3.489 -5.260
C -1.027 -3.620 -4.153
H -1.254 0.913 3.226
H -3.224 -0.174 3.485
C -1.640 5.679 -6.172
H 2.458 2.203 4.021
H 2.003 -1.450 2.887
C 0.462 4.606 -5.728
H -1.228 5.169 -2.848
H -3.872 -0.794 -1.360
N 2.607 2.706 3.161
H 2.999 0.172 -1.690
```

Summary:
E_LUMO (alpha / beta) (eV): 3.3 / 3.3
Total charge: -2
Energy relative to the best compared isomer or geometry (same formula, charge and spin) (eV): 0.273
HOMO level (alpha / beta) (eV): -2.2533 / -2.2757
HOMO-LUMO gap (alpha / beta) (eV): 5.55 / 5.57
Maximum force (Eh/bohr): 0.0172
Spin multiplicity: 6
Expectation value of S²: 8.75

Results of the Löwdin charge analysis, in e, for atoms 1 through 5: -0.15 0.11 0.11 -0.57 -0.17



(4)
This record from OMol25 describes C43H31N9O2Ti as an isolated structure. The level of theory is ωB97M-V with the def2-TZVPD basis set.

The geometry in XYZ format:
```
86
Properties=species:S:1:pos:R:3
H 3.128 -0.846 -1.364
H -5.826 4.776 -0.271
C -2.517 1.603 -0.541
N -1.169 -1.429 -0.197
H -3.532 3.980 0.173
C -1.542 0.622 4.892
N 2.608 1.421 -0.805
H 2.480 2.539 -3.970
H 3.224 -7.312 -0.272
C 2.306 1.504 -2.097
H -3.223 3.507 4.377
H 4.758 3.988 -0.625
C 1.522 -2.449 1.045
C -1.104 0.477 3.586
C -3.190 -2.634 0.128
C -3.176 -3.032 -1.201
C -2.138 2.385 2.895
N 3.301 -2.827 -0.987
H -2.165 -1.475 1.608
H 4.005 -5.331 -1.529
H 3.760 -2.932 -1.901
C 3.333 -5.228 -0.686
C 4.041 3.310 -1.068
C -5.520 3.794 -0.607
H -4.410 0.311 -1.870
Ti 0.256 0.220 0.210
C 2.782 2.503 -2.932
C 0.536 -2.092 -3.272
C -6.412 2.985 -1.304
H -2.371 3.056 2.075
N 0.586 -0.188 -1.812
C 2.886 -6.325 0.016
H 4.055 4.226 -3.018
H -6.712 1.113 -2.312
C -6.019 1.731 -1.758
C -2.176 -1.827 0.589
O 3.450 -2.961 -3.617
C 3.659 3.431 -2.399
N 1.924 -1.396 0.232
C 0.566 3.226 0.696
C 3.480 2.304 -0.305
C -4.237 3.346 -0.351
C 0.011 -1.343 -2.257
C 1.563 0.329 -2.599
C -2.316 1.737 5.194
H -1.289 -0.111 5.648
N 0.904 2.017 1.175
C 1.997 -3.802 0.757
H -0.211 -1.496 3.935
C 2.884 -3.972 -0.296
H 1.885 0.955 2.653
C 1.551 -4.930 1.456
C 2.014 3.065 3.006
H -0.009 3.243 -0.217
H -3.968 -3.654 -1.598
C 2.066 -0.333 -3.688
C -1.373 1.213 -0.358
C -0.325 -0.695 3.210
N -1.397 1.330 2.602
H -2.100 -2.894 -3.062
H 0.648 5.341 0.907
H -2.682 1.895 6.200
C 2.700 -2.608 -4.579
H 0.113 -3.061 -3.504
O 2.681 -2.865 -5.760
C 1.618 1.945 2.311
H 0.855 -4.801 2.273
H 2.590 2.953 3.914
C 1.999 -6.179 1.089
C -2.138 -2.618 -2.018
N 0.213 -0.914 2.062
H 1.659 -7.054 1.625
C 0.935 4.390 1.335
H 1.956 5.213 3.038
C -1.145 -1.822 -1.478
H 2.891 0.102 -4.237
C -3.837 2.083 -0.797
C 2.819 -1.647 -0.712
C -4.735 1.279 -1.507
N 0.690 -2.258 2.011
H 3.732 2.199 0.744
C 1.698 -1.657 -3.920
C 1.662 4.313 2.513
H -3.981 -2.934 0.801
C -2.617 2.631 4.183
H -7.416 3.338 -1.502
```

Summary:
E_LUMO (eV): -7.2
Total charge: +2
Energy relative to the best compared isomer or geometry (same formula, charge and spin) (eV): 1.272
HOMO level (eV): -13.1095
HOMO-LUMO gap (eV): 5.94
Maximum force (Eh/bohr): 0.0163

Results of the Löwdin charge analysis, in e, for atoms 1 through 5: 0.13 0.11 -0.04 0.02 0.11